{
  "formula": "C17H24BCoN10OS3",
  "method": "ωB97M-V/def2-TZVPD",
  "s_squared": 6.02,
  "e_above_lowest_kj_mol": 100.9,
  "charge": 2,
  "energy_ev": -105765.99972,
  "lumo_energy_ev": [-5.126, -6.674],
  "multiplicity": 5,
  "symbols": ["Co", "N", "C", "C", "N", "C", "C", "N", "C", "C", "N", "H", "H", "H", "H", "H", "H", "C", "N", "C", "C", "N", "B", "N", "C", "C", "N", "C", "C", "S", "C", "S", "H", "H", "H", "H", "H", "H", "H", "H", "H", "H", "H", "H", "O", "C", "C", "N", "C", "N", "S", "H", "H", "H", "H", "H", "H"],
  "positions_angstrom": [[0.241, -1.112, -0.576], [1.532, -5.035, -0.768], [2.565, -4.640, -1.587], [2.400, -3.302, -1.782], [1.279, -2.889, -1.111], [0.785, -3.948, -0.505], [-0.361, -3.764, 0.367], [-0.846, -2.545, 0.529], [-1.874, -2.649, 1.442], [-2.008, -3.948, 1.816], [-1.037, -4.642, 1.125], [1.388, -5.974, -0.433], [3.309, -5.328, -1.947], [3.013, -2.625, -2.351], [-2.424, -1.788, 1.780], [-2.680, -4.432, 2.503], [-0.878, -5.634, 1.194], [-1.621, 2.782, 3.767], [-0.215, 2.799, 3.374], [0.839, 2.631, 4.227], [1.969, 2.688, 3.469], [1.610, 2.893, 2.170], [2.730, 3.249, 1.082], [2.385, 2.829, -0.388], [2.455, 3.739, -1.423], [2.347, 3.064, -2.586], [2.209, 1.730, -2.255], [2.291, 0.646, -3.223], [2.230, 1.609, -0.910], [2.176, 0.134, -0.017], [0.279, 2.964, 2.129], [-0.666, 3.063, 0.674], [-1.727, 3.304, 4.714], [-1.970, 1.757, 3.872], [-2.211, 3.293, 3.013], [0.704, 2.498, 5.286], [3.002, 2.616, 3.759], [2.825, 4.450, 1.080], [3.730, 2.688, 1.445], [2.589, 4.789, -1.240], [2.373, 3.403, -3.607], [1.832, 0.966, -4.154], [1.766, -0.226, -2.847], [3.333, 0.382, -3.400], [-1.106, 0.461, 1.321], [-0.879, 1.236, 0.476], [-4.672, -0.921, -0.995], [-3.248, -1.011, -1.297], [-2.614, -0.220, -2.151], [-3.288, 0.750, -2.759], [-0.941, -0.431, -2.526], [-4.913, -1.669, -0.247], [-5.276, -1.119, -1.882], [-4.920, 0.061, -0.590], [-2.716, -1.783, -0.930], [-4.291, 0.827, -2.702], [-2.805, 1.333, -3.423]]
}

=====

{
  "formula": "C17H24BNO2",
  "method": "ωB97M-V/def2-TZVPD",
  "e_above_lowest_kj_mol": 2.7,
  "charge": 0,
  "energy_ev": -24280.55838,
  "lumo_energy_ev": 0.337,
  "smiles": "CCCCOB(OCCCC)c1cccc2cccnc12",
  "symbols": ["C", "C", "C", "C", "O", "B", "O", "C", "C", "C", "C", "C", "C", "C", "C", "C", "C", "C", "C", "N", "C", "H", "H", "H", "H", "H", "H", "H", "H", "H", "H", "H", "H", "H", "H", "H", "H", "H", "H", "H", "H", "H", "H", "H", "H"],
  "positions_angstrom": [[4.152, -1.527, 0.551], [3.711, -0.679, -0.627], [2.329, -0.037, -0.419], [1.764, 0.619, -1.706], [0.722, 1.546, -1.314], [-0.436, 1.045, -0.684], [-1.007, 1.619, 0.399], [-0.363, 2.773, 0.945], [-0.799, 2.946, 2.417], [-2.240, 3.008, 2.647], [-2.629, 3.320, 4.047], [-1.064, -0.299, -1.220], [-2.236, 0.041, -1.831], [-3.099, -0.935, -2.354], [-2.796, -2.250, -2.239], [-1.543, -2.641, -1.655], [-1.074, -4.021, -1.714], [0.193, -4.318, -1.368], [1.009, -3.272, -0.999], [0.695, -2.052, -0.882], [-0.649, -1.697, -1.151], [5.207, -1.790, 0.450], [3.504, -2.495, 0.683], [4.136, -0.972, 1.509], [3.682, -1.252, -1.562], [4.416, 0.140, -0.861], [2.441, 0.746, 0.298], [1.676, -0.839, -0.022], [2.611, 1.182, -2.135], [1.367, -0.109, -2.484], [0.664, 2.626, 0.779], [-0.629, 3.613, 0.311], [-0.334, 2.161, 3.091], [-0.421, 3.894, 2.870], [-2.702, 3.755, 1.909], [-2.814, 2.151, 2.369], [-2.659, 2.518, 4.737], [-1.884, 4.091, 4.405], [-3.688, 3.734, 4.166], [-2.572, 1.073, -1.863], [-4.050, -0.680, -2.900], [-3.464, -3.034, -2.505], [-1.684, -4.809, -1.945], [0.513, -5.351, -1.376], [2.041, -3.544, -0.766]]
}

=====

{
  "formula": "C17H24BNO3RuS2",
  "method": "ωB97M-V/def2-TZVPD",
  "charge": 2,
  "energy_ev": -50563.57910,
  "lumo_energy_ev": [-8.242, -8.241],
  "symbols": ["Ru", "S", "C", "C", "C", "C", "C", "C", "C", "C", "C", "N", "H", "H", "H", "H", "H", "H", "C", "C", "C", "O", "B", "O", "C", "C", "C", "H", "H", "H", "H", "H", "H", "H", "H", "H", "H", "H", "H", "C", "S", "C", "O", "H", "H", "H", "H", "H", "H"],
  "positions_angstrom": [[-0.963, 0.053, -0.313], [-2.834, 3.884, -1.022], [-1.735, 3.654, -2.323], [-1.039, 2.490, -2.234], [-1.428, 1.752, -1.073], [-2.386, 2.413, -0.325], [-2.845, 1.791, 0.912], [-3.778, 2.269, 1.806], [-4.059, 1.526, 2.948], [-3.399, 0.330, 3.166], [-2.481, -0.105, 2.229], [-2.213, 0.607, 1.127], [-1.669, 4.411, -3.088], [-0.310, 2.175, -2.965], [-4.278, 3.210, 1.626], [-4.788, 1.888, 3.661], [-3.584, -0.272, 4.044], [-1.945, -1.037, 2.344], [2.929, 1.269, 2.077], [2.352, 0.509, 0.905], [2.399, 1.332, -0.360], [0.866, 0.305, 1.232], [0.640, -0.994, 0.903], [1.634, -1.795, 0.564], [2.887, -0.970, 0.766], [3.751, -1.193, -0.453], [3.537, -1.524, 2.015], [2.530, 2.282, 2.101], [4.012, 1.340, 1.965], [2.713, 0.787, 3.026], [1.951, 2.309, -0.184], [1.880, 0.863, -1.201], [3.432, 1.480, -0.675], [3.236, -0.956, -1.382], [4.066, -2.234, -0.488], [4.651, -0.580, -0.391], [2.924, -1.388, 2.904], [4.502, -1.048, 2.187], [3.707, -2.591, 1.879], [-0.505, -3.595, -2.172], [-1.906, -2.536, -1.971], [-2.527, -2.403, -3.622], [-1.239, -1.122, -1.738], [-0.881, -4.578, -2.456], [0.000, -3.654, -1.209], [0.153, -3.189, -2.940], [-2.782, -3.410, -3.957], [-1.758, -1.963, -4.257], [-3.422, -1.786, -3.589]]
}

=====

{
  "formula": "C17H24BrCl3N3O4SbSe4Tc",
  "method": "ωB97M-V/def2-TZVPD",
  "s_squared": 1.11,
  "e_above_lowest_kj_mol": 186.1,
  "charge": -2,
  "energy_ev": -408413.65718,
  "lumo_energy_ev": [4.041, 4.043],
  "multiplicity": 2,
  "symbols": ["Tc", "O", "C", "C", "C", "N", "C", "Br", "C", "H", "H", "H", "H", "Se", "Sb", "Se", "Se", "Se", "O", "C", "C", "C", "C", "C", "C", "N", "H", "H", "H", "H", "H", "H", "H", "H", "H", "H", "H", "Cl", "C", "Cl", "Cl", "C", "O", "O", "C", "C", "C", "C", "N", "H", "H", "H", "H", "H", "H", "H", "H", "H"],
  "positions_angstrom": [[0.945, -0.900, 0.987], [5.922, -0.218, -3.414], [4.642, -0.371, -2.962], [4.160, -1.602, -2.562], [2.866, -1.676, -2.109], [2.075, -0.613, -1.947], [2.565, 0.541, -2.318], [1.558, 2.138, -1.986], [3.813, 0.729, -2.891], [6.479, -0.701, -2.779], [4.802, -2.469, -2.561], [2.443, -2.621, -1.807], [4.172, 1.712, -3.175], [6.548, -1.234, -0.267], [4.695, -1.415, 1.350], [2.231, -2.810, 1.209], [2.891, 0.402, 1.067], [5.584, -1.406, 3.597], [-0.650, -0.060, -1.050], [-1.669, -0.378, -1.603], [-2.949, -0.727, -0.885], [-3.659, 0.632, -0.670], [-3.807, 1.530, -1.919], [-2.482, 2.111, -2.467], [-1.766, 1.173, -3.449], [-1.839, -0.228, -2.995], [-2.753, -1.195, 0.063], [-3.568, -1.401, -1.484], [-3.098, 1.187, 0.086], [-4.652, 0.435, -0.259], [-4.459, 2.363, -1.642], [-4.325, 0.975, -2.715], [-1.807, 2.325, -1.630], [-2.675, 3.066, -2.969], [-0.724, 1.468, -3.553], [-2.234, 1.224, -4.433], [-2.699, -0.654, -3.292], [-1.945, -5.217, 2.918], [-1.812, -3.463, 2.628], [-0.577, -2.812, 3.686], [-3.392, -2.691, 3.047], [-1.600, -3.191, 1.073], [-2.361, -3.845, 0.358], [-0.753, -2.311, 0.737], [-0.535, 2.645, 2.262], [-0.198, 1.307, 2.924], [1.002, 1.482, 3.862], [-1.408, 0.822, 3.727], [0.089, 0.348, 1.878], [-0.729, 3.406, 3.027], [-1.424, 2.540, 1.632], [0.296, 2.971, 1.632], [0.740, 2.148, 4.696], [1.848, 1.899, 3.321], [1.312, 0.514, 4.255], [-1.767, 1.627, 4.382], [-1.147, -0.043, 4.336], [-2.216, 0.532, 3.050]]
}

=====

{
  "formula": "C17H24MgN2O2",
  "method": "ωB97M-V/def2-TZVPD",
  "charge": 2,
  "energy_ev": -30514.82583,
  "lumo_energy_ev": -12.014,
  "symbols": ["C", "C", "C", "C", "C", "C", "C", "C", "C", "C", "N", "C", "C", "C", "C", "C", "C", "N", "C", "O", "O", "H", "H", "H", "H", "H", "H", "H", "H", "H", "H", "H", "H", "H", "H", "H", "H", "H", "H", "H", "H", "H", "H", "H", "H", "Mg"],
  "positions_angstrom": [[-1.281, -4.599, 0.190], [-1.141, -4.027, -1.280], [-1.144, -2.423, -1.190], [0.279, -1.778, -1.426], [1.476, -2.671, -0.855], [0.387, -0.260, -0.929], [-1.080, 0.321, -0.990], [-1.848, 0.600, 0.266], [-3.200, 1.088, -0.010], [-3.775, 1.283, -1.340], [-3.037, 1.044, -2.462], [-1.789, 0.586, -2.246], [1.078, -0.035, 0.494], [1.622, 1.469, 0.370], [1.180, 2.297, 1.637], [1.856, 3.723, 1.693], [2.184, 4.432, 3.085], [2.184, 4.334, 0.631], [1.139, 1.884, -1.078], [0.816, 2.905, -1.540], [1.159, 0.625, -1.767], [-0.678, -3.935, 0.878], [-2.355, -4.437, 0.496], [-0.989, -5.675, 0.249], [-0.277, -4.432, -1.861], [-2.075, -4.315, -1.836], [-1.578, -2.193, -0.172], [-1.849, -2.089, -2.003], [0.428, -1.726, -2.543], [1.638, -3.524, -1.558], [1.197, -3.127, 0.141], [2.427, -2.080, -0.795], [-1.439, 0.441, 1.285], [-3.848, 1.334, 0.871], [-4.826, 1.633, -1.458], [-1.197, 0.362, -3.177], [0.440, -0.292, 1.419], [2.067, -0.599, 0.705], [2.749, 1.440, 0.330], [1.552, 1.711, 2.564], [0.063, 2.338, 1.726], [2.137, 5.532, 2.890], [3.225, 4.127, 3.355], [1.410, 4.163, 3.846], [2.601, 5.246, 0.840], [2.111, -0.701, 2.556]]
}